The following is a DFT calculation (ωB97M-V/def2-TZVPD) of a structure of composition C37H49BrN2P2PdS in a non-equilibrium geometry.

CARTESIAN COORDINATES (ANGSTROEM)
C: 3.032097 -3.615097 -3.187239
C: 2.786226 -2.217684 -3.208434
C: 2.483817 -1.661991 -4.490847
C: 2.141249 -2.516100 -5.540648
N: 2.203286 -3.835668 -5.382146
C: 2.653789 -4.408852 -4.267915
C: 2.893705 -1.423233 -1.997692
C: 3.293871 -0.635005 -1.119245
C: 3.240537 0.235354 0.024181
C: 2.056014 0.244283 0.842281
C: 1.692008 1.452158 1.440786
C: 2.589684 2.514770 1.463945
C: 3.945223 2.283858 1.195278
C: 4.249946 1.143585 0.418029
Pd: -0.473025 1.018002 0.844654
P: -1.175303 -0.587682 -0.676190
H: 2.539490 -0.595058 -4.717894
H: 3.547338 -4.099256 -2.344588
H: 1.798228 -2.090875 -6.503128
H: 2.729785 -5.508777 -4.186776
H: 5.279346 1.007574 0.108663
H: 1.381338 -0.643906 0.910769
H: 4.682618 3.010041 1.564466
H: 0.680427 1.724886 1.879376
C: -2.965992 -0.878596 -0.354707
C: -3.847267 -1.610425 -1.369491
H: -3.392295 0.122823 -0.179430
H: -3.020303 -1.409178 0.610878
H: -4.882922 -1.568786 -0.998109
H: -3.837631 -1.144805 -2.361627
H: -3.588271 -2.672978 -1.465585
C: -0.848090 -0.350511 -2.482364
C: -1.062958 -1.511140 -3.469599
H: 0.216937 -0.055430 -2.528436
H: -1.439379 0.516299 -2.812363
H: -1.090874 -1.103663 -4.492141
H: -0.229704 -2.229451 -3.450582
H: -2.003868 -2.056505 -3.307503
C: -0.226797 -2.144199 -0.415333
C: -0.887631 -3.485046 -0.742495
H: 0.063807 -2.166192 0.645070
H: 0.705735 -2.009336 -0.987314
H: -0.179748 -4.282890 -0.471768
H: -1.807633 -3.642115 -0.161202
H: -1.124440 -3.611774 -1.807881
Br: 1.961155 4.262015 2.006197
P: -1.226920 2.823074 -0.517401
C: -2.501584 2.706899 -1.838857
C: -3.523285 3.839997 -1.912228
H: -3.018302 1.740843 -1.724027
H: -1.967587 2.654068 -2.798899
H: -4.313890 3.556832 -2.620576
H: -3.996516 4.041369 -0.945756
H: -3.080061 4.770245 -2.292107
C: -1.832499 3.952955 0.789893
C: -1.482368 5.434715 0.724906
H: -1.424056 3.518961 1.716420
H: -2.921472 3.807179 0.836062
H: -1.802512 5.882661 1.676302
H: -0.405045 5.613922 0.626138
H: -2.020605 5.965002 -0.073770
C: 0.204980 3.602233 -1.331394
C: -0.069556 4.690228 -2.368979
H: 0.756630 2.773850 -1.801431
H: 0.848734 3.981447 -0.522574
H: 0.898986 5.035331 -2.753483
H: -0.647220 4.325284 -3.227244
H: -0.581073 5.562302 -1.941375
N: -0.506416 0.047687 2.800632
S: -0.896541 -1.496431 3.164022
C: 0.602014 -2.304427 3.678007
C: 1.327166 -1.805241 4.766705
C: 2.597242 -2.318828 5.055295
C: 3.163138 -3.309599 4.260971
C: 2.430383 -3.835607 3.197519
C: 1.150778 -3.368633 2.913971
C: -2.000905 -1.277252 4.584615
C: -2.474211 -2.310724 5.424137
C: -3.386410 -2.011906 6.454134
C: -3.821824 -0.690980 6.663610
C: -3.308661 0.329677 5.852318
C: -2.418169 0.024526 4.825806
H: 0.050295 0.457630 3.550355
H: 0.883699 -1.036987 5.397230
H: 3.150219 -1.927951 5.909910
H: 4.176301 -3.649808 4.448717
H: 2.862872 -4.618149 2.578252
H: 0.554751 -3.819914 2.118037
H: -2.152755 -3.336146 5.258582
H: -3.790899 -2.802238 7.086454
H: -4.538606 -0.427866 7.436308
H: -3.586036 1.375078 5.975918
H: -2.039482 0.828922 4.198628

Force components x, y, z for each atom (eV/Å):
C -0.209 0.690 0.499
C 0.251 -0.608 -1.151
C 0.017 -0.369 0.990
C -0.452 -0.031 -1.479
N 0.852 1.831 2.562
C -0.002 -1.426 -0.694
C 1.919 1.644 0.590
C -1.533 -1.212 -0.290
C 0.184 -0.358 -0.166
C -1.648 0.178 0.143
C -0.068 -0.700 -0.255
C -0.176 2.320 0.775
C 0.828 -0.910 -0.813
C 0.472 1.726 0.665
Pd -2.563 -1.119 -0.880
P -0.389 -1.766 -1.461
H -0.334 -0.306 0.246
H -0.642 0.138 -0.314
H 0.328 -0.444 0.440
H 0.001 0.594 -0.349
H -0.058 -0.029 -0.231
H 0.901 0.735 -0.032
H -0.089 -0.477 -0.526
H 2.016 0.134 1.137
C -0.008 0.277 0.393
C -0.208 -0.246 -0.214
H 0.128 -0.230 0.072
H 0.154 0.248 -0.145
H 0.343 -0.004 -0.151
H 0.007 -0.067 0.221
H 0.000 0.331 -0.029
C -0.028 0.684 -0.010
C -0.130 -0.258 -0.142
H -0.338 0.143 0.064
H 0.247 -0.219 0.098
H -0.056 -0.060 0.341
H -0.304 0.123 0.195
H 0.390 0.215 -0.085
C 0.118 0.042 0.484
C -0.097 -0.303 -0.111
H -0.031 -0.025 -0.211
H -0.291 -0.029 0.148
H -0.278 0.143 -0.037
H 0.303 0.043 -0.165
H 0.025 0.122 0.396
Br 0.907 -1.997 -0.416
P -0.040 0.942 -0.315
C -0.101 -0.589 -0.171
C -0.195 0.318 -0.105
H 0.045 0.289 0.009
H -0.011 -0.085 0.271
H 0.197 0.076 0.237
H 0.019 -0.023 -0.253
H -0.062 -0.245 0.210
C -0.109 -0.263 0.258
C -0.264 0.398 0.143
H -0.210 0.230 -0.071
H 0.247 0.021 0.130
H 0.116 -0.006 -0.295
H -0.244 -0.022 -0.097
H 0.262 -0.215 0.192
C 0.296 -0.175 0.039
C 0.158 0.334 -0.103
H -0.018 0.123 0.043
H -0.157 -0.062 -0.282
H -0.284 0.002 0.012
H 0.122 0.079 0.259
H 0.116 -0.296 -0.124
N 0.322 -0.049 -0.715
S -0.614 -0.423 0.110
C 1.007 -0.496 0.417
C 0.018 -0.201 -0.097
C -0.218 0.348 0.197
C -0.249 0.220 -0.248
C -0.088 -0.040 -0.099
C -0.677 0.705 0.090
C -0.255 -0.191 1.153
C -0.006 0.133 -0.284
C 0.095 0.393 -0.423
C 0.565 0.182 -0.578
C -0.025 -0.458 -0.016
C 0.105 0.550 -0.167
H -0.148 -0.041 0.133
H 0.141 -0.066 -0.005
H -0.181 -0.098 -0.213
H -0.180 -0.070 0.082
H -0.145 0.053 0.181
H 0.212 0.093 0.157
H -0.077 0.098 0.126
H 0.271 0.101 -0.241
H 0.134 -0.276 -0.046
H -0.084 -0.320 0.159
H -0.266 -0.150 0.239

Computed properties:
2S+1	5
total charge	+4
DFT total energy	-5329.83172	Eh
orbital gap (alpha / beta)	5.53 / 2.72	eV
M	802.2	g mol⁻¹
LUMO (alpha / beta)	-0.442 / -0.550	hartree

Löwdin population analysis, charges in e, atoms 1 to 4: atom 1 (C): 0.054, atom 2 (C): -0.160, atom 3 (C): 0.048, atom 4 (C): -0.002